(1)
DFT (ωB97M-V with the def2-TZVPD basis set) results for C9H25AlAsF12NO9P3 as an isolated structure at a distorted geometry.

## Properties
⟨S²⟩: 0.787
Charge: 0
2S+1: 2
HOMO level (spin up / spin down), eV: -9.97 / -9.91

Each line ends with the Mulliken charge.
Element x y z (Å)
Al: -0.200 2.739 0.483  0.9789
As: 3.335 0.626 2.932  1.9531
F: 4.396 2.076 2.838  -0.5071
F: 2.740 1.086 4.561  -0.4951
F: 2.241 -0.750 2.883  -0.4339
F: 4.033 0.181 1.327  -0.5046
F: 4.622 -0.310 3.687  -0.4984
F: 2.107 1.512 1.908  -0.5758
P: -3.448 2.422 -1.394  1.2932
F: -2.059 2.304 -2.203  -0.2829
F: -4.255 3.472 -2.339  -0.3292
F: -4.169 1.140 -2.189  -0.3924
F: -4.647 2.558 -0.316  -0.3986
F: -2.740 1.473 -0.258  -0.4536
F: -2.650 3.645 -0.653  -0.3415
C: -0.339 -1.018 -1.334  -0.0928
O: -0.237 -0.079 -0.532  0.0085
N: -0.123 -2.289 -0.872  0.5063
C: 0.456 -2.575 0.474  -0.9233
C: -0.711 -3.553 -1.506  -0.8389
H: -0.607 -1.049 -2.401  0.3021
H: 1.244 -3.325 0.546  0.4025
H: -0.341 -2.926 1.130  0.4607
H: 1.007 -1.771 0.961  0.2069
H: -0.840 -3.581 -2.588  0.3177
H: -0.180 -4.488 -1.327  0.3150
H: -1.682 -3.636 -1.019  0.4109
C: -3.099 0.102 5.546  -0.7324
O: -1.941 0.314 4.695  -0.3358
P: -2.073 -0.147 3.119  0.7763
O: -1.251 0.655 2.196  -0.2050
O: -1.780 -1.775 3.230  -0.3421
C: -0.631 -2.148 3.900  -0.8169
O: -3.715 -0.137 2.852  -0.3244
C: -4.243 -0.677 1.638  -0.5006
H: -3.785 -0.689 5.243  0.2956
H: -3.741 0.981 5.493  0.3176
H: -2.842 -0.061 6.593  0.2727
H: -0.834 -2.359 4.950  0.2800
H: 0.123 -1.386 3.699  0.4690
H: -0.295 -3.132 3.573  0.2250
H: -3.666 -0.499 0.731  0.1345
H: -5.276 -0.337 1.575  0.2621
H: -4.361 -1.758 1.714  0.2435
C: 1.075 1.301 -5.434  -0.6548
O: 1.580 2.212 -4.462  -0.2584
P: 2.213 1.684 -3.067  0.7849
O: 1.414 2.013 -1.829  -0.3906
O: 2.547 0.065 -3.171  -0.3781
C: 3.112 -0.521 -1.991  -0.5526
O: 3.722 2.308 -3.123  -0.3483
C: 4.405 2.276 -4.340  -0.6357
H: 0.728 0.348 -5.035  0.2380
H: 1.748 1.052 -6.255  0.2752
H: 0.120 1.745 -5.717  0.3270
H: 3.468 0.163 -1.220  0.3829
H: 4.003 -1.124 -2.165  0.3820
H: 2.437 -1.248 -1.541  -0.0512
H: 3.844 1.705 -5.079  0.1835
H: 5.443 1.946 -4.316  0.3111
H: 4.599 3.246 -4.799  0.2781

(2)
DFT (ωB97M-V with the def2-TZVPD basis set) results for an isolated molecule of C3H6O2.

## Properties
Charge: 0
Energy relative to the best compared isomer or geometry (same formula, charge and spin), kcal per mole: 48.62
SMILES: OC[C@H]1CO1
2S+1: 1
HOMO level, eV: -10.18

Each line ends with the Mulliken charge.
Element x y z (Å)
O: -1.729 -0.168 -0.706  -0.5080
C: -0.947 0.711 0.060  -0.5000
C: 0.548 0.417 -0.084  0.1194
C: 1.128 -0.808 0.462  -0.3287
O: 0.858 -0.686 -0.932  -0.4852
H: -1.115 -0.662 -1.271  0.3443
H: -1.138 1.753 -0.232  0.2746
H: -1.239 0.609 1.113  0.2505
H: 1.200 1.276 -0.236  0.3494
H: 0.483 -1.495 1.008  0.2198
H: 2.185 -0.844 0.721  0.2639

(3)
DFT (ωB97M-V with the def2-TZVPD basis set) results for a 2-piece molecular cluster, C6H17NO overall at a distorted geometry.

## Properties
Charge: 0
Energy relative to the best compared isomer or geometry (same formula, charge and spin), kcal per mole: 28.12
SMILES: CCCNCCC.O
2S+1: 1
HOMO level, eV: -7.86

Each line ends with the Mulliken charge.
Element x y z (Å)
C: -0.830 -1.262 -0.303  -0.4020
N: -0.882 0.037 -0.905  -0.1093
C: 0.223 0.391 -1.764  -1.0049
C: 1.276 1.382 -1.215  -0.1945
C: 2.619 0.826 -0.718  -1.3413
C: -2.017 -1.520 0.592  -0.6201
C: -2.330 -0.322 1.567  -1.0355
H: -0.724 -2.064 -1.050  0.3485
H: 0.106 -1.296 0.262  0.1904
H: -1.706 0.609 -0.945  0.2437
H: -0.194 0.876 -2.646  0.4420
H: 0.739 -0.501 -2.132  0.3649
H: 0.854 1.897 -0.347  0.2054
H: 1.503 2.112 -1.986  0.3552
H: 3.009 1.406 0.113  0.3265
H: 2.565 -0.150 -0.269  0.3496
H: 3.425 0.839 -1.460  0.3638
H: -1.949 -2.377 1.244  0.3540
H: -2.902 -1.531 -0.031  0.2871
H: -1.490 0.372 1.606  0.2288
H: -2.410 -0.734 2.562  0.3488
H: -3.254 0.228 1.409  0.2958
H: 1.487 -0.445 2.474  0.3049
H: 1.824 0.882 1.852  0.2861
O: 1.059 0.344 2.089  -0.5879

(4)
DFT (ωB97M-V with the def2-TZVPD basis set) results for a 2-piece molecular cluster, C6Cl4NO4 overall at a distorted geometry.

## Properties
Charge: -1
Energy relative to the best compared isomer or geometry (same formula, charge and spin), kcal per mole: 3.69
2S+1: 1
HOMO level, eV: -3.74

Each line ends with the Mulliken charge.
Element x y z (Å)
Cl: -1.448 -1.791 1.730  -0.1778
C: -0.746 -0.572 0.762  0.3120
C: 0.020 0.418 1.356  0.1734
Cl: 0.634 0.256 2.928  -0.1748
C: 0.445 1.611 0.625  0.3722
O: 1.297 2.391 1.031  -0.6154
C: -0.257 1.840 -0.738  0.2976
O: -0.315 2.962 -1.228  -0.5737
C: -0.803 0.641 -1.364  0.2586
Cl: -1.183 0.764 -3.013  -0.1862
C: -1.074 -0.501 -0.635  0.1538
Cl: -1.747 -1.878 -1.387  -0.1559
N: 1.472 -1.818 0.111  0.4166
O: 2.255 -1.362 -0.729  -0.5513
O: 1.450 -2.961 0.551  -0.5492